{"formula": "C12H17N2", "method": "wB97M-V/def2-TZVPD", "elements": ["C", "C", "N", "C", "C", "C", "N", "C", "C", "C", "C", "C", "C", "C", "H", "H", "H", "H", "H", "H", "H", "H", "H", "H", "H", "H", "H", "H", "H", "H", "H"], "xyz": [[-1.22, 0.15, 1.38], [0.28, 0.13, 1.09], [0.94, 0.33, 2.24], [2.38, 0.17, 2.45], [3.04, -0.47, 1.26], [2.38, 0.08, -0.03], [0.94, -0.10, 0.00], [0.04, -0.04, -1.23], [-0.61, 1.22, -1.39], [-1.92, 1.42, -1.74], [-3.07, 0.61, -1.88], [-3.06, -0.75, -1.89], [-1.90, -1.54, -1.75], [-0.60, -1.31, -1.37], [-1.25, -0.06, 2.49], [-1.66, 1.16, 1.24], [-1.83, -0.62, 0.86], [0.34, 0.31, 3.07], [2.47, -0.46, 3.33], [2.84, 1.15, 2.64], [2.94, -1.57, 1.31], [4.11, -0.17, 1.21], [2.82, -0.40, -0.91], [2.57, 1.15, -0.03], [1.09, -0.05, -1.65], [0.06, 2.08, -1.36], [-2.11, 2.47, -1.96], [-4.03, 1.11, -2.01], [-4.01, -1.26, -2.05], [-2.06, -2.59, -2.00], [0.10, -2.16, -1.34]], "nbo_charge": [-0.6721, 0.5839, -0.5405, -0.2276, -0.4184, -0.2365, -0.3775, -0.1262, -0.1968, -0.1855, -0.1990, -0.2125, -0.1406, -0.2032, 0.2217, 0.2726, 0.2732, 0.4170, 0.2301, 0.2176, 0.2281, 0.2519, 0.2432, 0.2123, 0.2161, 0.2240, 0.2272, 0.2357, 0.2362, 0.2188, 0.2270], "total_charge": 1, "smiles": "CC1=[NH+]CCCN1C1C=CC=CC=C1", "homo_lumo_gap_ev": 7.9, "spin_multiplicity": 1, "de_lowest_ev": 2.192, "max_force_ev_per_a": 5.18}